# 1
Density functional theory data (ωB97M-V with the def2-TZVPD basis set) for 9 unconnected molecules or ions with the total composition C36H93N3O12 in a non-equilibrium geometry.

Atoms and positions in Å:
C (-17.02342, -35.87690, -13.49032)
O (-17.24484, -35.74062, -14.93972)
C (-18.64898, -35.94044, -15.28831)
C (-18.83878, -35.69757, -16.83314)
N (-19.43623, -34.44775, -17.09567)
C (-18.59643, -33.30109, -16.44558)
C (-18.94652, -31.85925, -16.92682)
O (-17.96352, -30.78079, -16.48864)
C (-18.33161, -29.34400, -16.68192)
H (-16.92787, -36.92277, -13.19858)
H (-17.86998, -35.48500, -12.92654)
H (-16.18573, -35.27550, -13.13714)
H (-19.42183, -35.42083, -14.72190)
H (-18.67542, -37.01691, -15.11912)
H (-19.54689, -36.42058, -17.23801)
H (-17.83136, -35.76364, -17.24405)
H (-20.32260, -34.36796, -16.61810)
H (-17.52660, -33.45335, -16.58843)
H (-18.91179, -33.35330, -15.40350)
H (-19.88158, -31.52490, -16.47741)
H (-19.03531, -31.82156, -18.01254)
H (-17.50256, -28.66613, -16.88511)
H (-19.02657, -29.03074, -15.90281)
H (-18.86192, -29.31943, -17.63391)
C (-23.45636, -40.59731, -21.43577)
O (-23.70718, -41.93939, -21.26144)
C (-24.87853, -42.33772, -20.51465)
C (-24.88521, -43.92772, -20.43705)
N (-23.74304, -44.41790, -19.62098)
C (-23.76732, -45.80597, -19.20064)
C (-24.14371, -46.90922, -20.25287)
O (-22.93189, -47.46531, -20.88764)
C (-22.52068, -46.76727, -22.07690)
H (-23.56709, -40.16764, -20.44016)
H (-24.22549, -40.18604, -22.08954)
H (-22.43163, -40.49321, -21.79244)
H (-25.82107, -42.02506, -20.96405)
H (-24.91509, -41.99936, -19.47914)
H (-24.81148, -44.38863, -21.42205)
H (-25.79534, -44.35706, -20.01822)
H (-22.85361, -43.99212, -19.83943)
H (-24.52763, -45.79891, -18.41965)
H (-22.88157, -46.22047, -18.71925)
H (-24.98867, -46.58677, -20.86128)
H (-24.36205, -47.75787, -19.60461)
H (-21.68825, -47.35712, -22.46063)
H (-22.01140, -45.81057, -21.96090)
H (-23.35787, -46.64959, -22.76490)
C (-24.46163, -42.74569, -11.00458)
O (-25.39049, -43.34546, -10.12637)
C (-25.89993, -42.49269, -9.02970)
C (-26.64902, -43.25090, -7.96956)
N (-25.70413, -44.17500, -7.44143)
C (-26.24789, -45.27851, -6.65882)
C (-25.14549, -45.91818, -5.75647)
O (-25.80708, -47.11224, -5.24239)
C (-25.10499, -47.71312, -4.12417)
H (-24.78427, -41.82135, -11.48375)
H (-24.14188, -43.38152, -11.83016)
H (-23.57911, -42.49820, -10.41466)
H (-26.43218, -41.63173, -9.43414)
H (-25.05952, -42.00591, -8.53488)
H (-27.57158, -43.62899, -8.41004)
H (-27.02251, -42.55201, -7.22111)
H (-25.18643, -44.53473, -8.23053)
H (-26.79261, -46.01563, -7.24876)
H (-27.00032, -44.77423, -6.05249)
H (-24.94514, -45.12251, -5.03893)
H (-24.26202, -46.18442, -6.33675)
H (-24.10812, -48.11433, -4.30688)
H (-25.83574, -48.41183, -3.71688)
H (-25.01647, -47.04211, -3.26976)
C (-30.77945, -29.17907, -12.60818)
C (-29.80297, -28.01291, -12.31982)
C (-30.52792, -26.81356, -11.76897)
O (-28.93882, -28.44725, -11.30538)
H (-31.43870, -28.96971, -13.45058)
H (-31.49336, -29.34250, -11.80089)
H (-30.32763, -30.16580, -12.70973)
H (-29.10222, -27.68594, -13.08802)
H (-29.80506, -26.00350, -11.67204)
H (-31.18535, -27.08802, -10.94401)
H (-31.22475, -26.52363, -12.55540)
H (-29.31296, -28.34444, -10.42728)
C (-28.31432, -30.51996, -25.69053)
C (-28.05687, -30.07231, -24.18763)
C (-28.65257, -31.16198, -23.30501)
O (-26.69082, -29.72852, -23.97054)
H (-27.86980, -31.50540, -25.82984)
H (-27.96851, -29.77252, -26.40459)
H (-29.39513, -30.52713, -25.83159)
H (-28.60647, -29.13682, -24.08328)
H (-27.86346, -31.91101, -23.23900)
H (-29.61705, -31.49070, -23.69208)
H (-28.88393, -30.77331, -22.31329)
H (-26.20680, -29.26589, -24.65851)
C (-26.41866, -34.50987, -16.14736)
C (-25.40647, -33.51175, -16.67698)
C (-25.97616, -32.02928, -16.85788)
O (-24.35836, -33.39066, -15.73418)
H (-27.23091, -34.61844, -16.86607)
H (-26.84001, -34.19478, -15.19275)
H (-25.96760, -35.49071, -15.99701)
H (-25.03299, -33.90062, -17.62429)
H (-26.35116, -31.62516, -15.91758)
H (-26.79327, -32.10761, -17.57503)
H (-25.24893, -31.32043, -17.25383)
H (-24.81098, -33.02205, -14.97204)
C (-24.26717, -33.03105, -8.85108)
C (-23.54287, -32.10891, -9.84934)
C (-22.12772, -32.62988, -10.06180)
O (-24.40497, -32.14472, -10.92968)
H (-23.57862, -33.18412, -8.02008)
H (-24.34581, -34.05638, -9.21250)
H (-25.30998, -32.82509, -8.60980)
H (-23.57147, -31.06838, -9.52595)
H (-21.37774, -32.49230, -9.28290)
H (-21.78426, -32.19717, -11.00142)
H (-22.12783, -33.71447, -10.17030)
H (-25.01823, -31.42291, -10.77312)
C (-31.17172, -40.22022, -14.92174)
C (-31.56412, -41.25055, -15.97498)
C (-30.38765, -42.16032, -16.25900)
O (-32.81397, -41.93517, -15.88524)
H (-30.13982, -39.88858, -15.03708)
H (-31.49274, -40.54633, -13.93245)
H (-31.78273, -39.31778, -14.94110)
H (-31.57864, -40.64532, -16.88139)
H (-30.71260, -42.76056, -17.10884)
H (-30.11195, -42.75974, -15.39137)
H (-29.54250, -41.52409, -16.52175)
H (-32.72114, -42.67722, -15.28329)
C (-23.68833, -24.48026, -19.65348)
C (-23.71272, -23.42620, -20.75050)
C (-24.56763, -23.99357, -21.85583)
O (-24.27865, -22.17430, -20.56271)
H (-24.58173, -24.63423, -19.04831)
H (-22.82861, -24.22470, -19.03406)
H (-23.28505, -25.45908, -19.91299)
H (-22.72626, -23.22509, -21.16828)
H (-24.24482, -25.00962, -22.08287)
H (-24.37579, -23.53283, -22.82486)
H (-25.64129, -24.02571, -21.67058)
H (-25.15565, -22.17934, -20.17225)

Summary:
SMILES: COCCNCCOC.COCCNCCOC.COCCNCCOC.CC(C)O.CC(C)O.CC(C)O.CC(C)O.CC(C)O.CC(C)O
Strongest force on any atom: 4.1 eV Å⁻¹
Orbital gap: 0.31189 hartree
Energy relative to the best compared isomer or geometry (same formula, charge and spin): 523.89 kJ/mol
Net charge: 0
HOMO energy: -8.1 eV
E_LUMO: 0.4 eV

---

# 2
Density functional theory data (ωB97M-V with the def2-TZVPD basis set) for a molecular structure, C16H31CuNP2S in a non-equilibrium geometry.

Atoms and positions in Å:
P (-1.91970, 1.12785, -0.42104)
P (-0.37367, -1.38739, -1.93382)
C (-2.46397, 0.52042, -2.12874)
C (-2.07455, -0.92041, -2.46365)
H (-2.07806, 1.24360, -2.87341)
H (-3.56659, 0.61196, -2.08888)
H (-2.76775, -1.66374, -2.03512)
H (-2.02531, -1.05498, -3.55925)
C (0.39754, -0.62130, -3.41863)
H (1.47766, -0.84034, -3.47261)
H (0.23753, 0.47438, -3.48096)
H (-0.12541, -1.10150, -4.26642)
C (-0.43302, -3.09831, -2.46343)
H (-0.66560, -3.01978, -3.53362)
H (-1.22661, -3.62874, -1.92289)
H (0.54027, -3.57318, -2.30638)
C (-2.73281, 2.74150, -0.63830)
H (-2.65943, 3.30780, 0.30041)
H (-3.77881, 2.50381, -0.88615)
H (-2.24804, 3.28788, -1.46235)
C (-3.30023, 0.18561, 0.36643)
H (-3.19488, -0.89534, 0.23528)
H (-4.18516, 0.54178, -0.16209)
H (-3.35545, 0.44859, 1.42295)
Cu (0.84567, 0.73339, 3.86145)
C (1.84549, -1.72651, 0.10867)
C (2.32857, -0.60549, -0.44869)
C (1.66622, 0.66448, -0.93426)
C (1.12952, 1.80421, -0.05864)
C (0.37349, 1.57036, 1.15825)
C (-0.20179, 0.44944, 1.78722)
C (-0.40467, -0.84711, 0.99161)
C (0.61374, -2.01251, 0.94803)
C (2.83888, 1.17328, 5.23280)
H (2.59773, -2.53172, 0.13503)
H (3.40332, -0.61691, -0.68857)
H (0.83024, 0.37701, -1.58656)
H (2.39337, 1.10492, -1.64582)
H (1.96709, 2.49794, 0.12428)
H (0.46011, 2.38397, -0.71595)
H (-0.00541, 2.51558, 1.59498)
H (-1.21637, 0.75397, 2.25071)
H (-0.40850, -0.48449, -0.06121)
H (-1.39740, -1.26608, 1.24695)
H (0.88265, -2.33414, 1.98676)
H (0.08869, -2.89433, 0.50923)
H (2.95556, 0.84289, 6.27137)
H (1.80167, 1.54608, 5.09138)
H (3.56177, 1.96001, 4.99292)
S (3.09751, -0.29146, 4.16532)
C (4.67229, -0.00532, 3.59946)
N (5.80259, 0.04840, 3.27595)

Summary:
Strongest force on any atom: 3.1 eV Å⁻¹
Orbital gap (alpha / beta): 0.20273 / 0.27854 hartree
Spin multiplicity: 2
Energy relative to the best compared isomer or geometry (same formula, charge and spin): 446.90 kJ/mol
Net charge: 0
HOMO energy (alpha / beta): -5.1 / -7.6 eV
E_LUMO (alpha / beta): 0.4 / 0.0 eV

---

# 3
Density functional theory data (ωB97M-V with the def2-TZVPD basis set) for 2 unconnected molecules or ions with the total composition C19H43B2O9P in a non-equilibrium geometry.

Atoms and positions in Å:
C (-7.48652, -6.20398, 6.56710)
O (-7.14358, -5.65781, 5.30325)
C (-5.74890, -5.32736, 5.25860)
C (-5.17394, -5.68688, 3.86903)
C (-5.35861, -4.52409, 2.84618)
C (-5.29956, -4.99406, 1.36565)
C (-3.84773, -5.35198, 0.89005)
C (-3.32196, -4.40182, -0.23916)
C (-2.42063, -3.24146, 0.30284)
C (-1.16792, -2.95555, -0.54749)
C (-0.45252, -1.68994, 0.06619)
C (0.98067, -1.53703, -0.55823)
B (1.11369, -0.31660, -1.59179)
C (-0.14728, 0.33932, -2.32321)
C (0.14759, 1.04305, -3.69265)
C (-0.66270, 2.39273, -3.90108)
C (0.29773, 3.44946, -4.47964)
O (0.94054, 3.22724, -5.42592)
O (0.39570, 4.72825, -3.92070)
C (2.60742, 0.23722, -1.81434)
B (2.59248, 1.70077, -1.21190)
O (2.86405, 2.87630, -1.92690)
O (2.23664, 1.80313, 0.15596)
H (-7.12190, -7.24525, 6.68626)
H (-7.02609, -5.58093, 7.35981)
H (-8.57793, -6.20347, 6.71224)
H (-5.24199, -5.91109, 6.05211)
H (-5.63693, -4.24441, 5.47675)
H (-4.09051, -5.90624, 3.92428)
H (-5.68679, -6.60646, 3.53496)
H (-6.37353, -4.11811, 3.02812)
H (-4.58676, -3.76309, 3.06525)
H (-5.72715, -4.17865, 0.75481)
H (-5.93348, -5.89530, 1.28573)
H (-3.91028, -6.35844, 0.43523)
H (-3.14871, -5.37950, 1.74535)
H (-2.68605, -5.00769, -0.91265)
H (-4.20094, -4.00196, -0.77051)
H (-3.04944, -2.32628, 0.32050)
H (-2.13603, -3.43278, 1.35491)
H (-1.38393, -2.69961, -1.60057)
H (-0.41001, -3.75864, -0.49955)
H (-1.08524, -0.79501, -0.04251)
H (-0.31316, -1.93675, 1.13570)
H (1.33662, -2.46961, -1.03355)
H (1.65993, -1.26216, 0.27593)
H (-0.65036, 1.02642, -1.60919)
H (-0.86783, -0.47757, -2.53247)
H (1.20519, 1.29387, -3.86203)
H (-0.12860, 0.33179, -4.48963)
H (-1.14055, 2.71249, -2.96391)
H (-1.41270, 2.20061, -4.68396)
H (1.05552, 4.74004, -3.21251)
H (3.37095, -0.42474, -1.37057)
H (2.78949, 0.22927, -2.91081)
H (2.04683, 3.39754, -1.86154)
H (1.45461, 2.38006, 0.19130)
C (7.23933, 7.02637, -3.01193)
O (7.14157, 5.97728, -2.03442)
P (6.75055, 6.46826, -0.45438)
O (7.74273, 5.59520, 0.25846)
O (5.27502, 5.80741, -0.52165)
C (5.12719, 4.46808, -0.99273)
O (6.24902, 7.39817, 0.85020)
C (7.11766, 8.48585, 1.19517)
H (7.50922, 6.58147, -3.96731)
H (6.28062, 7.54176, -3.11733)
H (8.01345, 7.74169, -2.72403)
H (6.00689, 3.86279, -0.76741)
H (4.94566, 4.47785, -2.06644)
H (4.26766, 4.02745, -0.49934)
H (7.29953, 9.12513, 0.33017)
H (8.06538, 8.10293, 1.57777)
H (6.63159, 9.07504, 1.97002)

Summary:
SMILES: COCCCCCCCCCCB(CCCC(=O)O)CB(O)O.COP(=O)(OC)OC
Strongest force on any atom: 8.1 eV Å⁻¹
Orbital gap: 0.30541 hartree
Net charge: 0
HOMO energy: -9.6 eV
E_LUMO: -1.3 eV

---

no.,energy (eV)
1,-67869.48156
2,-92629.88625
3,-49469.51183